{
  "formula": "C58H51AuGeINOP2Si",
  "method": "the ωB97M-V functional and the def2-TZVPD basis",
  "elements": ["Au", "C", "Si", "C", "C", "C", "C", "C", "C", "P", "C", "C", "C", "C", "C", "C", "C", "C", "C", "C", "C", "C", "C", "C", "C", "C", "C", "C", "P", "C", "C", "C", "C", "C", "C", "C", "C", "C", "C", "C", "C", "H", "H", "H", "H", "H", "H", "H", "H", "H", "H", "H", "H", "H", "H", "H", "H", "H", "H", "H", "H", "H", "H", "H", "H", "H", "H", "H", "H", "H", "H", "H", "N", "C", "O", "C", "I", "H", "H", "H", "H", "C", "Ge", "C", "C", "C", "C", "C", "C", "C", "C", "C", "C", "C", "C", "C", "C", "C", "C", "C", "C", "H", "H", "H", "H", "H", "H", "H", "H", "H", "H", "H", "H", "H", "H", "H", "H"],
  "coordinates": [[-0.03138, 0.26871, -0.13756], [-1.44567, -2.02034, 2.67962], [-1.23136, -0.29953, 1.91322], [-0.45842, 0.93890, 3.13178], [-0.33054, 0.68647, 4.50081], [0.18414, 1.63791, 5.36617], [0.55287, 2.88864, 4.88737], [0.45142, 3.15695, 3.53357], [-0.01107, 2.17728, 2.65519], [0.03966, 2.50603, 0.85775], [-0.91127, 4.06039, 0.78851], [-0.38195, 5.33518, 0.61103], [-1.22318, 6.43921, 0.61323], [-2.58946, 6.28639, 0.79159], [-3.12472, 5.01565, 0.95583], [-2.29145, 3.91089, 0.94984], [1.77659, 2.98218, 0.59640], [2.78609, 2.49146, 1.42637], [4.11559, 2.76942, 1.14984], [4.45185, 3.53025, 0.03991], [3.45779, 3.97537, -0.82050], [2.12709, 3.68699, -0.55821], [-3.02800, 0.32899, 1.68199], [-3.81840, 0.48945, 2.82210], [-5.15459, 0.84698, 2.73617], [-5.72994, 1.05862, 1.49238], [-4.95879, 0.93368, 0.34744], [-3.61319, 0.56896, 0.42859], [-2.57037, 0.39938, -1.07204], [-2.74076, -1.39325, -1.42035], [-3.55844, -2.24339, -0.67973], [-3.49551, -3.61737, -0.87305], [-2.62475, -4.15244, -1.80992], [-1.84222, -3.30976, -2.58702], [-1.89932, -1.94042, -2.39128], [-3.62675, 1.17616, -2.34909], [-4.29161, 0.47803, -3.35268], [-5.05538, 1.16474, -4.28831], [-5.15960, 2.54597, -4.23019], [-4.47149, 3.25062, -3.25011], [-3.69882, 2.57148, -2.32386], [-1.41356, -1.98096, 3.77075], [-2.40676, -2.43956, 2.38023], [-0.66118, -2.70381, 2.35538], [-0.64144, -0.27372, 4.89696], [0.28705, 1.41143, 6.42041], [0.92976, 3.64382, 5.56517], [0.74741, 4.12667, 3.14967], [0.68200, 5.47654, 0.47852], [-0.80504, 7.42854, 0.47605], [-3.23633, 7.15388, 0.81037], [-4.19199, 4.88443, 1.08299], [-2.70391, 2.91622, 1.07405], [2.52672, 1.88833, 2.28644], [4.89205, 2.39274, 1.80337], [5.48720, 3.77518, -0.16015], [3.72371, 4.54779, -1.69984], [1.35565, 3.99560, -1.25503], [-3.37511, 0.32196, 3.79893], [-5.74730, 0.94806, 3.63703], [-6.77999, 1.31020, 1.41088], [-5.41809, 1.11055, -0.61602], [-4.23683, -1.83134, 0.05586], [-4.12433, -4.27169, -0.28183], [-2.54856, -5.22507, -1.93446], [-1.17372, -3.72812, -3.32973], [-1.27025, -1.27942, -2.97762], [-4.22306, -0.60209, -3.39380], [-5.58009, 0.61579, -5.06038], [-5.77347, 3.07385, -4.94859], [-4.53773, 4.33081, -3.21271], [-3.14667, 3.11515, -1.56507], [0.11968, 0.85816, -4.50316], [0.67962, 1.30088, -3.35261], [0.00532, 1.54687, -2.36285], [2.17606, 1.42783, -3.34617], [2.76930, 3.11727, -4.56776], [-0.88574, 0.89307, -4.57426], [0.64752, 0.83724, -5.35864], [2.68521, 0.56516, -3.76588], [2.52969, 1.63805, -2.34290], [1.03968, -1.34209, -0.85815], [2.28674, -2.60745, -0.16403], [1.94686, -4.27420, -1.16477], [0.99822, -5.18859, -0.71036], [0.63567, -6.28264, -1.48212], [1.20588, -6.46894, -2.73403], [2.15044, -5.56522, -3.20099], [2.51510, -4.47733, -2.42040], [4.13767, -1.97877, -0.48985], [4.38666, -0.62109, -0.67607], [5.68488, -0.14508, -0.79679], [6.75405, -1.02750, -0.72998], [6.51971, -2.38568, -0.55988], [5.21912, -2.85495, -0.44207], [2.22667, -2.97367, 1.77256], [2.55124, -4.23241, 2.27381], [2.57413, -4.47095, 3.64091], [2.26271, -3.44985, 4.52760], [1.94926, -2.18734, 4.04314], [1.94195, -1.95238, 2.67666], [0.98844, -1.44501, -1.94832], [0.53968, -5.03562, 0.26114], [-0.09285, -6.99194, -1.10800], [0.91583, -7.31543, -3.34375], [2.60241, -5.71167, -4.17456], [3.25435, -3.77241, -2.78802], [3.54772, 0.06838, -0.72017], [5.86242, 0.91488, -0.93688], [7.76875, -0.65722, -0.80709], [7.35332, -3.07576, -0.51406], [5.03700, -3.91705, -0.31186], [2.78240, -5.03948, 1.58657], [2.83942, -5.45208, 4.01510], [2.25989, -3.63366, 5.59464], [1.71996, -1.38419, 4.73355], [1.69712, -0.96272, 2.30018]],
  "spin_multiplicity": 3,
  "homo_lumo_gap_ev": [5.4, 6.8],
  "mol_weight_g_mol": 1264.6,
  "e_homo_ev": [-5.4, -7.2],
  "total_charge": 0,
  "max_force_ev_per_a": 0.86
}

=====

{
  "formula": "C27H37O3Si",
  "method": "the ωB97M-V functional and the def2-TZVPD basis",
  "elements": ["C", "C", "C", "C", "O", "C", "C", "O", "Si", "C", "C", "C", "C", "C", "C", "H", "H", "H", "H", "H", "H", "H", "H", "H", "H", "H", "H", "H", "H", "H", "H", "H", "H", "H", "H", "H", "H", "H", "H", "H", "H", "C", "C", "C", "C", "C", "O", "C", "C", "C", "C", "C", "C", "C", "C", "C", "C", "H", "H", "H", "H", "H", "H", "H", "H", "H", "H", "H"],
  "coordinates": [[-4.95927, 1.06321, 2.15303], [-3.64413, 0.38983, 2.53546], [-2.58124, 1.41926, 2.90712], [-1.17303, 0.91396, 2.97296], [-1.05881, 0.39325, 1.50179], [0.08327, 0.14116, 0.98386], [0.05824, -0.28113, -0.44545], [1.12435, 0.20037, 1.75354], [2.85535, 0.58298, 1.60433], [3.46310, 0.17882, -0.09001], [2.81997, 2.38325, 1.99807], [3.77549, -0.40926, 2.95541], [4.26807, -1.74714, 2.37894], [2.84843, -0.67645, 4.15397], [4.98314, 0.42027, 3.42135], [-5.67853, 0.32566, 1.79008], [-5.40259, 1.58770, 3.00719], [-4.78760, 1.79614, 1.35543], [-3.79911, -0.29945, 3.37496], [-3.26860, -0.20834, 1.69954], [-2.61244, 2.23587, 2.17588], [-2.84695, 1.87716, 3.86411], [-0.43319, 1.70595, 3.09472], [-0.99070, 0.03512, 3.59804], [1.05749, -0.17030, -0.88137], [-0.17677, -1.36365, -0.44591], [4.50812, 0.52028, -0.15837], [3.43859, -0.90031, -0.29991], [2.89220, 0.72217, -0.85572], [3.80231, 2.81904, 1.76052], [2.06335, 2.90054, 1.39050], [2.60515, 2.56631, 3.05996], [4.95977, -1.60303, 1.53879], [4.80585, -2.29293, 3.16731], [3.43371, -2.37966, 2.04514], [2.44081, 0.25168, 4.57942], [2.01902, -1.34628, 3.88923], [3.43249, -1.17179, 4.94376], [4.68014, 1.36649, 3.88678], [5.54127, -0.15649, 4.17215], [5.67359, 0.64427, 2.59709], [-2.87867, -4.81500, -4.30840], [-3.05484, -4.42995, -2.97379], [-2.77195, -3.12983, -2.58417], [-2.26242, -2.19190, -3.51495], [-1.80199, -0.89580, -3.05602], [-0.98919, -0.23379, -3.93290], [-0.56960, 1.04454, -3.58291], [-0.49276, 1.40990, -2.24294], [-0.01464, 2.68393, -1.91709], [0.19221, 3.61953, -2.92577], [-0.02545, 3.27141, -4.26601], [-0.34126, 1.96049, -4.61047], [-1.02679, 0.47758, -1.17627], [-2.03627, -0.41553, -1.80483], [-2.08855, -2.58479, -4.85712], [-2.39505, -3.88454, -5.24486], [-3.12112, -5.82455, -4.62864], [-3.42561, -5.14759, -2.24112], [-2.93141, -2.80319, -1.55604], [0.12465, 2.91704, -0.85985], [0.49267, 4.63185, -2.65994], [0.04040, 4.03484, -5.04148], [-0.47950, 1.65425, -5.64500], [-1.54854, 1.08435, -0.43848], [-2.82579, -0.85263, -1.19349], [-1.72855, -1.85087, -5.58029], [-2.26026, -4.16430, -6.29087]],
  "homo_lumo_gap_ev": 7.6,
  "mol_weight_g_mol": 437.7,
  "e_homo_ev": -10.5,
  "total_charge": 1,
  "max_force_ev_per_a": 1.86
}

=====

{
  "formula": "C4H13NO2",
  "method": "the ωB97M-V functional and the def2-TZVPD basis",
  "elements": ["C", "C", "C", "C", "N", "H", "H", "H", "H", "H", "H", "H", "H", "H", "O", "H", "H", "O", "H", "H"],
  "coordinates": [[-0.37378, 0.21081, -1.24536], [-0.13751, 0.99781, -0.20346], [-0.48272, 0.62285, 1.19465], [0.70794, 0.58965, 2.15346], [0.25840, 0.12820, 3.48036], [-0.90100, -0.71208, -1.03677], [-0.09634, 0.44010, -2.25774], [0.43865, 1.91272, -0.32431], [-0.91767, -0.37315, 1.22896], [-1.25779, 1.28627, 1.61138], [1.36930, -0.16732, 1.75109], [1.25067, 1.53889, 2.16026], [-0.74291, 0.27864, 3.55730], [0.64586, 0.70193, 4.21882], [2.92686, -0.81232, -1.58308], [2.11228, -0.30580, -1.72014], [2.69621, -1.74153, -1.65720], [-2.25112, -1.60044, -3.48140], [-3.15244, -1.26795, -3.42483], [-2.09292, -1.72729, -4.42199]],
  "smiles": "C=CCCN.O.O",
  "homo_lumo_gap_ev": 10.1,
  "mol_weight_g_mol": 107.2,
  "e_homo_ev": -9.4,
  "total_charge": 0,
  "max_force_ev_per_a": 0.76
}

=====

{
  "formula": "C5H8O",
  "method": "the ωB97M-V functional and the def2-TZVPD basis",
  "elements": ["C", "C", "C", "C", "H", "H", "H", "H", "H", "H", "C", "O", "H", "H"],
  "coordinates": [[1.32796, 0.69692, -0.77594], [1.24757, -0.23699, 0.17546], [0.46824, -1.48640, 0.08332], [-0.68914, -1.62074, -0.56630], [0.83511, 0.57571, -1.73812], [1.91509, 1.60101, -0.63583], [1.80949, -0.09026, 1.09891], [0.88096, -2.34470, 0.61295], [-1.17504, -0.78299, -1.05896], [-1.21010, -2.57368, -0.59942], [-1.32031, 1.51266, 0.80264], [-2.30370, 1.10824, 0.23642], [-0.76024, 2.40845, 0.46198], [-0.91607, 1.01249, 1.70473]],
  "smiles": "C=CC=C.C=O",
  "homo_lumo_gap_ev": 10.2,
  "mol_weight_g_mol": 84.1,
  "e_homo_ev": -9.2,
  "total_charge": 0,
  "max_force_ev_per_a": 0.54
}

=====

{
  "formula": "C4H7NO",
  "method": "the ωB97M-V functional and the def2-TZVPD basis",
  "elements": ["C", "C", "N", "H", "H", "H", "C", "C", "O", "H", "H", "H", "H"],
  "coordinates": [[0.75936, 0.78036, -0.28817], [1.39136, -0.36964, -0.48018], [0.73008, 0.35047, -1.66278], [0.74882, 1.74168, 0.19889], [2.40640, -0.70689, -0.31882], [1.40609, 0.92955, -2.17911], [-1.48097, 0.33108, 0.36166], [-1.09442, -0.67881, 1.17892], [-0.43233, -1.74631, 0.77365], [-2.00578, 1.18618, 0.78017], [-1.49167, 0.20779, -0.71663], [-1.23274, -0.60889, 2.26228], [0.29579, -1.41657, 0.09012]],
  "smiles": "C1=CN1.C=CO",
  "homo_lumo_gap_ev": 9.0,
  "mol_weight_g_mol": 85.1,
  "e_homo_ev": -8.5,
  "total_charge": 0,
  "max_force_ev_per_a": 0.45
}

=====

{
  "formula": "C36H39BF3N13O2PRb",
  "method": "the ωB97M-V functional and the def2-TZVPD basis",
  "elements": ["Rb", "C", "N", "C", "C", "N", "C", "P", "C", "N", "C", "C", "N", "C", "C", "N", "C", "C", "N", "C", "H", "H", "H", "H", "H", "H", "H", "H", "H", "H", "H", "H", "H", "H", "H", "N", "C", "C", "C", "O", "O", "H", "H", "H", "H", "H", "H", "C", "C", "N", "C", "C", "N", "C", "N", "N", "N", "C", "C", "C", "C", "C", "C", "H", "H", "H", "H", "H", "H", "H", "H", "H", "H", "H", "F", "C", "F", "F", "C", "C", "C", "C", "C", "C", "C", "C", "H", "H", "H", "H", "B", "C", "N", "H", "H", "H"],
  "coordinates": [[1.07986, -0.12451, 0.08079], [-1.40607, -4.11005, -2.00204], [-0.02590, -3.69034, -2.03981], [0.57968, -3.07336, -3.10116], [1.85830, -2.81641, -2.70063], [2.04814, -3.25152, -1.41924], [0.90365, -3.75956, -1.03323], [0.53627, -4.50933, 0.59294], [1.63238, -3.53406, 1.68391], [2.76854, -2.97014, 1.33942], [3.20802, -2.30976, 2.45193], [2.32869, -2.49576, 3.48536], [1.35082, -3.31535, 3.00244], [0.17627, -3.71649, 3.74699], [-0.96205, -3.49938, 0.88552], [-0.96785, -2.20544, 0.67427], [-2.19239, -1.75022, 1.05570], [-2.95605, -2.79934, 1.48376], [-2.16283, -3.91824, 1.37918], [-2.56128, -5.27092, 1.68254], [-1.69936, -4.47575, -2.98540], [-2.06412, -3.28488, -1.72082], [-1.52357, -4.92205, -1.28466], [0.04427, -2.82822, -4.00379], [2.65249, -2.33337, -3.24608], [4.12549, -1.74276, 2.43578], [2.26764, -2.08779, 4.48098], [0.45800, -3.95674, 4.77066], [-0.26032, -4.60323, 3.28732], [-0.53185, -2.88559, 3.75872], [-2.41994, -0.69845, 1.02077], [-3.95720, -2.85669, 1.87730], [-3.58862, -5.26207, 2.03970], [-1.92573, -5.70562, 2.45480], [-2.50432, -5.90396, 0.79548], [-0.32265, 2.35712, 2.85809], [-0.51668, 2.27550, 4.30534], [-1.19922, 0.99847, 4.79843], [-0.26743, -0.21179, 4.53833], [0.45563, -0.58646, 5.48972], [-0.22932, -0.61455, 3.34624], [-1.20459, 2.19156, 2.38347], [0.26841, 1.58480, 2.56906], [-1.09006, 3.15800, 4.61184], [0.46667, 2.33859, 4.77859], [-2.13941, 0.85604, 4.25608], [-1.40269, 1.06784, 5.86999], [-0.43727, 3.33403, -1.39095], [-1.66171, 2.49069, -1.45792], [-2.07345, 1.68198, -0.51927], [-3.19307, 1.05293, -1.01093], [-3.46721, 1.49884, -2.26448], [-2.47770, 2.41466, -2.55243], [-2.40517, 3.18214, -3.75735], [-3.55495, 4.07214, -3.86699], [-4.15042, 4.27524, -5.05418], [-5.14764, 5.06557, -4.90925], [-5.24720, 5.40179, -3.58242], [-6.15887, 6.22060, -2.91163], [-6.00088, 6.35731, -1.55183], [-4.96446, 5.70185, -0.86201], [-4.05437, 4.89267, -1.50493], [-4.21416, 4.75372, -2.88628], [-0.04196, 3.29132, -0.37811], [-0.63681, 4.37647, -1.65244], [0.32542, 2.93817, -2.06552], [-3.72257, 0.31049, -0.43791], [-4.22003, 1.23387, -2.98723], [-2.40189, 2.52786, -4.62965], [-1.48357, 3.76198, -3.74746], [-6.95273, 6.71531, -3.45563], [-6.69067, 6.97963, -0.99523], [-4.88233, 5.83698, 0.20879], [-3.26967, 4.38804, -0.95810], [10.25131, -0.53664, 1.65623], [9.23064, -1.40930, 1.38379], [9.15724, -2.21430, 2.47216], [9.67813, -2.17898, 0.36489], [7.95231, -0.72370, 1.08336], [7.52788, -0.54729, -0.23101], [6.34987, 0.11958, -0.49668], [5.54539, 0.63066, 0.53945], [6.00642, 0.45412, 1.85983], [7.18367, -0.21100, 2.12680], [4.31418, 1.27744, 0.27168], [3.22956, 1.82607, 0.04952], [8.12386, -0.94929, -1.04043], [6.02070, 0.25030, -1.51860], [5.40708, 0.84930, 2.66930], [7.51522, -0.35143, 3.14875], [-1.45948, 0.02512, -5.12015], [-0.78772, 0.05748, -3.69517], [-0.29279, 0.08114, -2.65016], [-1.48929, -1.12923, -5.51359], [-2.60375, 0.45415, -5.03933], [-0.80278, 0.72170, -5.87387]],
  "homo_lumo_gap_ev": 6.5,
  "mol_weight_g_mol": 870.0,
  "e_homo_ev": -3.0,
  "total_charge": -2,
  "max_force_ev_per_a": 0.72
}